Entry 1:
Computed, not measured: C32H30Cl2CoN9O4S as an isolated structure, with wB97M-V/def2-TZVPD.

Values from the calculation:
* lowest unoccupied orbital energy (spin up / spin down): -0.1129 / -0.1129 hartree
* energy relative to the best compared isomer or geometry (same formula, charge and spin): 7.2 kcal/mol
* <S²>: 0.76
* E: -4732.5481 a.u.
* frontier orbital gap (spin up / spin down): 6.89 / 6.90 eV

```
! wB97M-V def2-TZVPD RIJCOSX def2/J DEFGRID3
* xyz 1 2
Co -0.646 -1.881 0.075
N -0.378 -1.923 2.069
C 1.001 -1.559 2.441
C 1.521 -2.456 3.581
C 2.866 -2.112 4.256
C 2.926 -0.706 4.862
N 3.097 0.253 3.778
C 2.576 1.457 3.704
N 2.562 2.070 2.522
N 2.021 2.059 4.765
C 1.882 -1.592 1.182
O 3.041 -1.141 1.217
O 1.320 -2.071 0.155
H -1.018 -1.126 2.277
H -0.694 -2.734 2.586
H 0.960 -0.532 2.792
H 1.567 -3.482 3.203
H 0.755 -2.435 4.363
H 3.697 -2.242 3.563
H 3.011 -2.824 5.069
H 3.753 -0.627 5.568
H 1.995 -0.510 5.405
H 3.341 -0.184 2.864
H 2.849 1.557 1.703
H 2.058 2.935 2.379
H 2.144 1.678 5.685
H 1.665 2.996 4.685
S -4.056 -5.967 -5.076
N -3.011 -4.755 -5.240
C -2.719 -4.355 -4.018
C -1.810 -3.271 -3.676
C -1.122 -2.497 -4.613
C -0.301 -1.486 -4.168
C -0.175 -1.272 -2.797
N -0.815 -2.009 -1.905
C -1.627 -2.995 -2.328
C -2.322 -3.745 -1.290
N -2.064 -3.364 -0.030
C -2.681 -3.993 0.960
C -3.571 -5.042 0.747
C -3.832 -5.445 -0.545
C -3.198 -4.780 -1.595
C -3.395 -5.091 -3.002
N -4.186 -6.036 -3.474
H -1.252 -2.705 -5.668
H 0.250 -0.860 -4.856
H 0.462 -0.487 -2.408
H -2.472 -3.646 1.964
H -4.045 -5.521 1.593
H -4.516 -6.255 -0.764
Cl -1.505 4.754 -3.412
C 0.100 4.173 -3.673
C 0.786 4.575 -4.806
C 2.074 4.113 -5.025
C 2.684 3.275 -4.106
C 1.988 2.898 -2.970
Cl 2.773 1.867 -1.820
C 0.675 3.310 -2.732
N -0.082 2.880 -1.619
C -0.122 3.634 -0.441
C 0.743 4.719 -0.258
C 0.675 5.500 0.890
C -0.260 5.208 1.874
C -1.144 4.150 1.672
C -1.104 3.361 0.529
C -2.158 2.288 0.328
C -1.764 0.904 0.843
O -1.967 0.694 2.051
O -1.291 0.073 -0.026
H 0.306 5.240 -5.511
H 2.609 4.411 -5.918
H 3.697 2.921 -4.257
H -0.216 1.885 -1.505
H 1.463 4.957 -1.033
H 1.340 6.349 1.001
H -0.339 5.826 2.761
H -1.914 3.947 2.409
H -2.433 2.228 -0.725
H -3.027 2.567 0.917
*
```

Entry 2:
Computed, not measured: a 11-piece molecular cluster, C75H165N7O11 overall, with wB97M-V/def2-TZVPD.

Values from the calculation:
* lowest unoccupied orbital energy: 0.0178 hartree
* energy relative to the best compared isomer or geometry (same formula, charge and spin): 120.2 kcal/mol
* E: -4167.1327 a.u.
* frontier orbital gap: 8.43 eV
* structure (SMILES): CC1(C)CCCC(C)(C)N1O.CC1(C)CCCC(C)(C)N1O.CC1(C)CCCC(C)(C)N1O.CC1(C)CCCC(C)(C)N1O.CC1(C)CCCC(C)(C)N1O.CC1(C)CCCC(C)(C)N1O.CC1(C)CCCC(C)(C)N1O.CC(C)O.CC(C)O.CC(C)O.CC(C)O

```
! wB97M-V def2-TZVPD RIJCOSX def2/J DEFGRID3
* xyz 0 1
C 2.429 3.020 4.422
C 3.369 1.887 4.221
C 4.215 1.471 5.421
O 2.615 0.744 3.631
H 1.832 3.342 3.568
H 2.914 3.905 4.838
H 1.748 2.657 5.181
H 4.147 2.246 3.478
H 4.832 2.248 5.913
H 4.943 0.653 5.181
H 3.601 1.094 6.219
H 3.084 -0.081 3.869
C -2.664 -0.898 3.957
C -2.328 -0.392 5.382
C -0.722 -0.193 5.461
O -3.136 0.684 5.766
H -2.071 -1.777 3.680
H -2.493 -0.055 3.228
H -3.701 -1.251 3.916
H -2.462 -1.106 6.115
H -0.274 -1.203 5.338
H -0.469 0.187 6.445
H -0.326 0.446 4.687
H -3.762 0.928 5.065
C 0.477 1.328 -0.487
C 0.596 0.672 0.893
C -0.546 -0.238 1.303
O 1.804 -0.163 0.956
H 1.444 1.666 -0.870
H -0.234 2.196 -0.475
H 0.052 0.608 -1.218
H 0.713 1.464 1.656
H -1.443 0.306 1.109
H -0.433 -0.537 2.381
H -0.542 -1.107 0.689
H 2.258 0.249 1.750
C 3.064 -3.164 2.934
C 3.119 -3.040 4.492
C 3.678 -4.310 5.207
O 3.886 -1.885 4.765
H 2.415 -3.943 2.577
H 4.051 -3.305 2.543
H 2.699 -2.222 2.501
H 2.098 -2.772 4.881
H 3.685 -4.213 6.262
H 4.691 -4.491 4.820
H 3.038 -5.179 4.911
H 4.304 -1.978 5.612
C -2.898 -4.336 2.244
C -1.543 -5.171 2.304
C -1.319 -5.624 3.726
C -2.165 -6.806 4.049
C -2.092 -7.952 3.086
C -2.433 -7.530 1.668
N -1.665 -6.338 1.392
O -1.992 -5.861 0.057
C -2.024 -8.599 0.633
C -3.996 -7.276 1.602
C -0.417 -4.345 1.832
H -3.479 -4.466 1.289
H -2.786 -3.254 2.410
H -3.664 -4.839 2.811
H -0.314 -5.927 4.050
H -1.601 -4.829 4.379
H -3.236 -6.511 4.167
H -1.916 -7.238 5.062
H -2.761 -8.779 3.459
H -1.053 -8.386 3.102
H -0.944 -8.696 0.448
H -2.384 -9.524 0.941
H -2.504 -8.337 -0.260
H -4.206 -6.338 2.057
H -4.360 -7.245 0.539
H -4.572 -8.058 2.059
H 0.491 -4.949 1.576
H -0.181 -3.726 2.686
H -0.646 -3.682 0.993
H -1.194 -6.133 -0.440
C -5.387 6.116 3.928
C -5.140 5.288 2.669
C -4.905 6.222 1.423
C -4.102 5.531 0.340
C -2.779 5.071 0.843
C -2.990 3.961 1.868
N -3.821 4.572 2.963
O -4.096 3.539 3.935
C -3.605 2.740 1.134
C -1.732 3.515 2.611
C -6.264 4.365 2.389
H -6.344 6.571 3.924
H -4.621 6.849 4.075
H -5.405 5.428 4.740
H -5.905 6.532 1.022
H -4.409 7.136 1.735
H -4.037 6.264 -0.448
H -4.626 4.712 -0.089
H -2.194 5.859 1.141
H -2.226 4.682 0.016
H -2.852 2.231 0.548
H -3.970 1.960 1.839
H -4.495 3.002 0.612
H -2.107 2.769 3.319
H -0.951 3.265 1.904
H -1.530 4.426 3.209
H -6.084 3.760 1.497
H -7.253 4.822 2.345
H -6.505 3.781 3.295
H -3.850 3.960 4.772
C 6.118 7.069 -1.047
C 4.622 6.939 -1.284
C 4.415 6.076 -2.472
C 2.940 5.565 -2.651
C 2.457 4.820 -1.397
C 2.582 5.708 -0.159
N 3.976 6.242 -0.159
O 4.066 7.132 0.962
C 1.448 6.824 -0.142
C 2.342 4.881 1.139
C 4.099 8.337 -1.386
H 6.508 7.765 -1.843
H 6.622 6.119 -0.986
H 6.368 7.600 -0.107
H 4.765 6.633 -3.346
H 5.036 5.172 -2.397
H 2.874 4.856 -3.510
H 2.235 6.387 -2.837
H 3.018 3.876 -1.251
H 1.395 4.592 -1.652
H 1.614 7.434 0.707
H 1.501 7.432 -1.038
H 0.411 6.341 -0.123
H 2.036 5.546 1.978
H 1.514 4.145 0.913
H 3.275 4.375 1.340
H 3.180 8.453 -2.008
H 4.891 8.903 -1.832
H 4.012 8.723 -0.379
H 4.469 6.573 1.608
C 6.632 0.425 -0.440
C 5.438 1.347 -0.505
C 5.784 2.749 -1.066
C 5.947 2.640 -2.570
C 4.710 2.190 -3.204
C 4.255 0.755 -2.769
N 4.254 0.865 -1.286
O 3.895 -0.452 -0.803
C 2.852 0.553 -3.137
C 4.996 -0.381 -3.395
C 4.966 1.487 0.952
H 7.180 0.156 -1.286
H 6.475 -0.541 0.107
H 7.369 0.944 0.136
H 4.954 3.475 -0.881
H 6.783 3.019 -0.645
H 6.841 2.000 -2.774
H 6.197 3.623 -3.006
H 4.886 2.078 -4.271
H 3.844 2.894 -3.110
H 2.531 -0.495 -2.870
H 2.150 1.318 -2.707
H 2.820 0.563 -4.225
H 4.480 -1.392 -3.224
H 5.039 -0.257 -4.490
H 6.051 -0.515 -3.121
H 4.570 0.529 1.408
H 4.104 2.162 0.969
H 5.749 1.937 1.568
H 3.175 -0.254 -0.203
C 0.685 -3.592 -1.965
C 1.840 -4.544 -1.887
C 2.945 -3.747 -1.244
C 4.032 -4.554 -0.642
C 3.493 -5.776 0.141
C 2.377 -6.594 -0.584
N 1.440 -5.578 -0.943
O 0.217 -6.173 -1.393
C 2.965 -7.624 -1.690
C 1.802 -7.493 0.558
C 2.232 -5.078 -3.348
H 0.165 -3.432 -1.033
H -0.058 -3.866 -2.684
H 1.220 -2.682 -2.360
H 3.246 -2.954 -1.961
H 2.553 -3.133 -0.418
H 4.570 -3.958 0.119
H 4.733 -4.895 -1.380
H 3.096 -5.468 1.142
H 4.232 -6.594 0.322
H 3.539 -7.155 -2.505
H 3.640 -8.347 -1.163
H 2.255 -8.280 -2.233
H 1.179 -6.902 1.172
H 1.216 -8.355 0.137
H 2.689 -7.720 1.169
H 1.381 -5.667 -3.681
H 3.191 -5.526 -3.400
H 2.345 -4.099 -3.843
H 0.436 -6.789 -2.074
C -2.729 4.225 -5.649
C -1.689 3.940 -4.503
C -2.534 3.854 -3.226
C -3.367 2.593 -3.106
C -2.500 1.398 -3.223
C -1.529 1.393 -4.435
N -0.861 2.690 -4.544
O -0.133 2.724 -5.794
C -0.472 0.316 -4.275
C -2.373 0.968 -5.600
C -0.718 5.129 -4.516
H -2.251 4.323 -6.601
H -3.207 5.178 -5.427
H -3.484 3.413 -5.610
H -1.934 3.962 -2.286
H -3.212 4.679 -3.251
H -4.114 2.553 -3.893
H -3.868 2.613 -2.081
H -3.101 0.494 -3.260
H -1.920 1.369 -2.258
H 0.157 0.628 -3.467
H -0.940 -0.655 -4.044
H 0.075 0.273 -5.160
H -3.310 1.526 -5.638
H -1.827 1.259 -6.478
H -2.638 -0.072 -5.619
H -1.290 6.044 -4.596
H -0.120 4.936 -5.378
H -0.094 5.110 -3.646
H 0.694 2.271 -5.578
C -4.634 -2.638 -4.513
C -4.538 -2.845 -3.008
C -3.051 -2.833 -2.742
C -2.781 -2.691 -1.263
C -3.545 -1.552 -0.622
C -5.061 -1.564 -0.783
N -5.204 -1.612 -2.369
O -6.626 -1.767 -2.561
C -5.711 -2.661 0.058
C -5.654 -0.224 -0.307
C -5.171 -4.107 -2.587
H -4.454 -1.572 -4.703
H -3.966 -3.272 -5.073
H -5.707 -2.821 -4.807
H -2.650 -3.793 -3.070
H -2.592 -2.034 -3.386
H -3.070 -3.620 -0.737
H -1.700 -2.487 -1.076
H -3.134 -0.650 -1.130
H -3.248 -1.402 0.424
H -5.257 -2.526 1.024
H -5.357 -3.603 -0.237
H -6.825 -2.684 -0.019
H -5.111 0.601 -0.587
H -5.522 -0.127 0.763
H -6.705 -0.097 -0.491
H -5.036 -4.918 -3.324
H -4.845 -4.584 -1.689
H -6.277 -3.896 -2.561
H -6.812 -1.193 -3.262
*
```

Among the records above, which one has the lowest E?
C32H30Cl2CoN9O4S

Among the records above, which one has the highest E?
C75H165N7O11

Which value of E does entry 1 give?
-4732.5481 a.u.